# 1
30
Properties=species:S:1:pos:R:3 method="wB97M-V/def2-TZVPD" max_force_ev_per_a=5.92 gap_ev=9.00
C -2.04636 -3.14530 0.28104
C -1.02445 -2.30542 0.29882
C 0.97577 -0.08265 -0.31916
C 2.14664 2.42487 0.20500
C 1.62002 1.10839 2.31196
C -1.43184 0.51784 -0.53835
C 0.16715 0.11573 -2.59529
C -0.57186 -1.82548 -1.05702
C 1.19971 1.59223 1.04117
C -0.23896 -0.28264 -1.14069
O 2.40746 -2.22305 -0.91890
S 2.41656 -0.86733 -0.23483
H -2.47198 -3.70978 1.24663
H -2.55384 -3.37285 -0.57758
H -0.63566 -1.85447 1.19105
H 3.21048 1.97067 0.11964
H 2.13037 3.49615 0.37855
H 1.76320 2.48143 -0.80476
H 1.54728 1.84574 3.12776
H 2.80051 0.96903 2.34456
H 1.12879 0.29542 2.59135
H -1.46950 1.59199 -0.74120
H -1.16248 0.40856 0.48093
H -2.35077 -0.00781 -0.75398
H -0.76720 0.25629 -3.11843
H 0.85865 -0.70327 -3.03626
H 0.69478 1.04721 -2.50254
H 0.21413 -2.43873 -1.22349
H -1.22265 -1.99720 -1.88466
H 0.22797 1.90170 0.75885

# 2
103
Properties=species:S:1:pos:R:3 method="wB97M-V/def2-TZVPD" max_force_ev_per_a=3.17 gap_ev="3.90 / 3.87" total_charge=+2 spin_multiplicity=2
Rh 0.69587 -0.51800 2.63696
C -0.92430 2.83244 3.91683
Se -1.29314 0.93255 3.75369
C -0.97425 0.49301 5.63303
C -0.69191 -0.97991 5.80307
Se 0.91519 -1.55742 4.82819
C 0.43016 -3.43682 4.83871
H -1.65776 3.26783 4.59078
H -1.03258 3.27860 2.93100
H 0.08374 2.96711 4.29868
H -1.87749 0.75192 6.18416
H -0.15195 1.11817 5.97692
H -1.51572 -1.58947 5.43027
H -0.52433 -1.22491 6.85132
H -0.50448 -3.57714 4.30209
H 0.33377 -3.75133 5.87480
H 1.22946 -3.99764 4.36460
C 3.31359 -5.79980 1.37618
C 2.20552 -4.83821 1.72339
O 1.88587 -4.06772 0.53033
P 1.10529 -2.68800 0.60209
O 0.97169 -2.37702 -0.93414
C -0.16499 -2.78200 -1.76297
C 0.27281 -2.68913 -3.20069
O 2.57416 -1.60246 0.79502
C 4.33806 0.01148 0.45890
C 5.25031 -0.75626 1.40828
H 3.47341 -6.48967 2.20433
H 4.24619 -5.27276 1.18029
H 3.04701 -6.38070 0.49476
H 2.51378 -4.14875 2.51359
H 1.30230 -5.36177 2.03902
H -0.98977 -2.10340 -1.54718
H -0.45180 -3.79939 -1.49165
H 0.59039 -1.67247 -3.43491
H -0.56545 -2.94835 -3.84776
H 1.09700 -3.37047 -3.40639
H 3.78946 0.79689 0.99297
H 4.91960 0.51019 -0.31745
H 4.68677 -1.28544 2.17944
H 5.93490 -0.06748 1.90293
H 5.85893 -1.48613 0.87595
C -3.31130 6.42325 -3.93932
C -2.75780 5.35310 -3.04344
C -1.39232 5.22880 -2.82490
C -0.86037 4.24570 -1.99915
C 0.62997 4.22260 -1.79187
C -1.74525 3.33199 -1.40462
Te -1.18851 1.69299 -0.15856
N 0.62785 0.38491 0.77786
C 1.15460 0.58164 -0.37441
O 0.40383 1.40713 -1.19728
C 2.34729 0.07827 -1.01553
C 2.65296 0.39988 -2.32792
C 3.59668 -0.31694 -3.05036
C 4.16794 -1.49536 -2.49580
C 3.97470 -1.81395 -1.19893
C 3.29227 -0.84637 -0.29697
C -2.18305 0.19462 -1.27366
C -2.19367 0.20741 -2.67567
C -1.47387 1.18228 -3.57289
C -2.94832 -0.77676 -3.31446
C -3.68784 -1.73036 -2.62985
C -4.50751 -2.75411 -3.35871
C -3.64541 -1.71270 -1.23973
C -2.90231 -0.76848 -0.54673
C -2.91130 -0.82052 0.95333
C -3.13655 3.46592 -1.56140
C -4.15651 2.58904 -0.87764
C -3.60806 4.47694 -2.38784
H -2.51874 7.03303 -4.36801
H -3.98489 7.07865 -3.38610
H -3.88450 5.98478 -4.75697
H -0.71681 5.92570 -3.30673
H 1.08494 5.11089 -2.22598
H 1.09183 3.35189 -2.24715
H 0.88480 4.21122 -0.72844
H 2.08957 1.18008 -2.82177
H 3.81615 -0.03908 -4.07103
H 4.73837 -2.15801 -3.13282
H 4.38033 -2.71403 -0.75621
H 2.13691 -0.88229 1.36213
H -0.53623 1.53985 -3.15681
H -2.10454 2.04959 -3.78178
H -1.25550 0.69550 -4.52257
H -2.95709 -0.78474 -4.39849
H -4.36969 -2.68348 -4.43561
H -5.56818 -2.61653 -3.14395
H -4.24296 -3.76379 -3.04248
H -4.20424 -2.45335 -0.67833
H -3.14064 -1.82888 1.29697
H -3.66552 -0.15114 1.37529
H -1.94405 -0.54368 1.37262
H -3.86178 2.29832 0.13738
H -4.34677 1.67352 -1.43914
H -5.09861 3.12680 -0.78958
H -4.68011 4.58644 -2.51245
N 2.14016 1.52932 4.57423
N 2.27379 1.00715 3.24198
H 2.84913 2.23957 4.74003
H 2.32489 0.76529 5.21594
H 3.23304 0.70847 3.07482
H 2.05351 1.75188 2.58808

# 3
19
Properties=species:S:1:pos:R:3 method="wB97M-V/def2-TZVPD" max_force_ev_per_a=3.96 gap_ev=7.69
C 2.39633 0.97852 1.52032
C 1.07755 1.05543 2.05625
C 2.19440 0.06901 0.42908
C 0.16850 0.32537 1.27834
C -1.24479 0.54143 1.30375
C 0.19253 -1.15638 -0.67424
C -2.75680 -0.43624 -1.88295
C -2.05518 -0.49323 -0.61560
N -2.10860 0.25804 0.45247
N 0.88760 -0.28837 0.19698
O -2.59779 -1.61086 -1.09158
H 3.35347 1.34255 1.97040
H 0.91623 1.53267 3.07154
H 2.80301 -0.14513 -0.42424
H -1.50802 1.28435 1.97821
H -0.29451 -1.90949 -0.06058
H 0.45487 -1.25315 -1.72570
H -3.82222 -0.07915 -1.99440
H -2.20185 -0.41720 -2.78059

# 4
18
Properties=species:S:1:pos:R:3 method="wB97M-V/def2-TZVPD" max_force_ev_per_a=1.13 gap_ev="3.73 / 11.12" spin_multiplicity=2
C 1.21865 1.41777 -1.64128
N -0.14377 1.31255 -1.05737
H 1.21312 2.07568 -2.51256
H 1.55171 0.44186 -1.98393
H 1.86865 1.82981 -0.87913
H -0.45285 2.24235 -0.82154
H -0.78444 0.87804 -1.71455
H 0.17261 0.08141 0.02252
C -0.75266 -1.75750 0.04850
N 0.12030 -0.74745 0.73302
C -0.46886 -0.30076 2.01407
H -1.70040 -1.27280 -0.17128
H -0.85552 -2.62086 0.69185
H -0.25723 -1.94796 -0.91068
H 1.03368 -1.21139 0.93751
H -0.74239 -1.16949 2.59661
H 0.27828 0.25768 2.58308
H -1.29123 0.38423 1.80781

# 5
118
Properties=species:S:1:pos:R:3 method="wB97M-V/def2-TZVPD" max_force_ev_per_a=9.99 gap_ev=5.82 smiles="CCCCCCCCCCCCCCC[C@@H](CC(=O)Br)O[C@](COC)(CC(=O)F)CN(F)P(C)C.COP(=O)(OC)OC.COP(=O)(OC)OC"
C -5.39347 3.14622 2.99333
C -5.14935 4.37432 1.91396
C -4.33582 3.76278 0.61711
C -4.08833 5.02397 -0.42207
C -3.27514 4.57828 -1.80073
C -2.01925 3.54509 -1.49703
C -2.43146 1.95625 -1.72498
C -2.55383 1.61047 -3.32834
C -2.79575 0.02536 -3.67394
C -2.32274 -1.02130 -2.50403
C -3.57549 -1.32913 -1.47324
C -3.11328 -2.26945 -0.20852
C -2.03976 -1.49802 0.79536
C -2.70856 -0.24058 1.62874
C -1.94061 -0.06461 3.10406
C -0.90124 1.25026 3.09669
C -1.08997 2.14789 4.45201
C -0.93942 3.76553 4.25759
O -0.53657 4.46709 5.35319
Br -1.32672 4.83397 2.61612
O 0.44529 0.95285 2.66772
C 1.39946 0.51994 3.64957
C 0.92147 -0.54082 4.79451
O 1.02642 -1.96991 4.37857
C 0.07797 -2.81316 5.12349
C 2.25184 1.71045 4.42610
C 2.33300 3.12893 3.61777
O 2.63307 4.23231 4.35864
F 2.16037 3.34604 2.16460
C 2.57851 -0.30701 2.78671
N 3.38627 0.59183 1.87763
F 2.71068 0.85818 0.70255
P 4.73962 -0.48323 1.30910
C 5.90050 0.75316 0.35996
C 3.89789 -1.49062 -0.12915
H -6.54815 3.16723 3.25474
H -5.14716 2.13635 2.44108
H -4.72377 3.28239 3.96844
H -6.21640 4.72094 1.50919
H -4.60359 5.27083 2.44598
H -4.90881 2.88668 0.06649
H -3.31220 3.30241 1.01251
H -5.15503 5.47899 -0.70534
H -3.46120 5.88869 0.08342
H -2.91133 5.59898 -2.29144
H -4.01895 4.00619 -2.52711
H -1.16130 3.81372 -2.26496
H -1.58072 3.74598 -0.41143
H -3.46707 1.76176 -1.19813
H -1.60773 1.32561 -1.16574
H -1.59272 2.06442 -3.85308
H -3.49370 2.22566 -3.72427
H -3.95433 -0.18113 -3.86305
H -2.14033 -0.21052 -4.64082
H -1.32808 -0.68992 -1.95392
H -2.06313 -2.05988 -3.02423
H -4.38817 -1.91617 -2.10723
H -4.04860 -0.33690 -1.03487
H -2.50237 -3.17806 -0.68427
H -4.01670 -2.76288 0.37115
H -1.60494 -2.35140 1.50714
H -1.10582 -1.08777 0.18030
H -2.76154 0.76150 1.02253
H -3.81700 -0.58131 1.90464
H -2.79093 0.04478 3.91101
H -1.35761 -1.08483 3.26850
H -1.36891 1.92764 2.22606
H -0.40802 1.84218 5.35634
H -2.21019 1.96117 4.82171
H -0.13846 -0.34445 5.25765
H 1.68983 -0.43239 5.70189
H 0.65316 -3.80764 5.42633
H -0.33369 -2.34118 6.11224
H -0.78484 -3.17139 4.38032
H 3.35895 1.28914 4.56679
H 1.82424 1.90369 5.50704
H 1.97591 -1.06819 2.11756
H 3.28572 -0.85687 3.54110
H 6.73517 1.18320 1.09301
H 5.23329 1.62663 -0.07181
H 6.38323 0.16113 -0.54101
H 4.48789 -2.46003 -0.41383
H 3.84837 -0.72179 -1.03864
H 2.76286 -1.70831 0.15184
C 8.06212 4.15678 -2.34173
O 8.44964 3.61673 -3.59255
P 8.45550 1.88766 -3.65048
O 9.75924 1.89270 -2.84108
O 8.80367 1.92733 -5.26585
C 9.40853 3.05623 -5.86746
O 8.46142 0.15865 -3.70844
C 9.65450 -0.51035 -4.08643
H 7.95855 5.23889 -2.44703
H 7.09976 3.73547 -2.03413
H 8.82110 3.94814 -1.58356
H 10.21822 3.46074 -5.25421
H 8.64498 3.82280 -6.06372
H 9.83314 2.75262 -6.83161
H 10.47074 -0.29778 -3.39162
H 9.94619 -0.24470 -5.10445
H 9.46277 -1.58711 -4.05522
C -3.17907 -6.50340 0.42587
O -3.69257 -7.44103 -0.50341
P -3.65240 -6.90791 -2.14878
O -4.85287 -5.99850 -1.85428
O -4.18685 -8.38703 -2.65750
C -4.89162 -9.25897 -1.79423
O -3.61230 -6.37485 -3.79410
C -4.82024 -6.35798 -4.53872
H -3.12146 -6.98107 1.40632
H -2.17510 -6.18855 0.12391
H -3.83815 -5.63445 0.49606
H -5.63657 -8.72714 -1.19630
H -4.17975 -9.79339 -1.14863
H -5.41586 -10.00486 -2.40321
H -5.55637 -5.68417 -4.09343
H -5.23614 -7.36312 -4.63226
H -4.59344 -5.98657 -5.54259

# 6
15
Properties=species:S:1:pos:R:3 method="wB97M-V/def2-TZVPD" max_force_ev_per_a=5.39 gap_ev=6.54 total_charge=+1
C 0.51644 1.25280 -1.18719
C 1.08480 -0.10969 -0.78668
C 0.33154 -0.86732 0.27571
C 0.73276 -1.22540 1.44202
N -2.16363 0.54033 0.29049
H 0.40095 1.86588 -0.29069
H -0.51697 1.12770 -1.50287
H 1.13528 1.78706 -1.90226
H 2.07087 0.06841 -0.33413
H 1.24532 -0.69599 -1.69097
H 0.05711 -1.63589 2.19218
H 1.76671 -1.07475 1.74616
H -1.28131 0.01532 0.30173
H -2.40652 0.74762 1.25536
H -2.92386 0.00652 -0.11656

# 7
14
Properties=species:S:1:pos:R:3 method="wB97M-V/def2-TZVPD" max_force_ev_per_a=6.20 gap_ev=8.54 smiles="CO/C=C/C=C/Cl"
C -2.45747 0.21526 0.11273
O -1.26521 -0.51601 -0.07545
C -0.16674 0.23016 -0.25035
C 1.12830 -0.42135 -0.10467
C 2.75704 -0.15403 -0.10726
C 4.07098 -0.75524 0.01915
Cl 5.41610 0.27935 0.03331
H -2.42618 0.78801 1.04602
H -3.26386 -0.51089 0.17438
H -2.64390 0.90093 -0.71808
H -0.27175 1.28227 -0.48047
H 0.96430 -1.47655 0.09667
H 2.86168 0.92416 -0.21391
H 4.25796 -1.80908 0.12693

# 8
84
Properties=species:S:1:pos:R:3 method="wB97M-V/def2-TZVPD" max_force_ev_per_a=4.98 gap_ev=6.82 total_charge=-1
Ag 0.19228 0.97050 -0.45386
Cl 3.32619 0.53648 6.11594
C 2.49169 1.20602 4.66664
C 1.21506 1.64582 4.76441
C 0.61544 2.28582 3.66934
C 1.15178 2.28113 2.39079
O 0.54683 2.73100 1.34914
C 2.51254 1.67196 2.28772
C 3.18340 1.45323 1.04972
N 2.68566 1.61230 -0.10407
C 3.51952 1.60574 -1.22389
C 4.72556 2.24017 -1.28457
C 5.43845 2.36002 -2.49704
C 4.95981 1.79882 -3.63110
C 3.65663 1.15765 -3.72639
C 3.05042 0.62217 -4.81751
C 1.78632 0.16765 -4.74007
C 1.06423 0.36103 -3.55430
N 1.59368 0.84984 -2.47665
C 2.90548 1.22585 -2.49158
C 3.08923 1.16497 3.44619
H 0.73860 1.71838 5.73497
H -0.41712 2.66612 3.73760
H 4.19774 1.02861 1.28346
H 5.17163 2.55267 -0.38535
H 6.38561 2.82514 -2.54773
H 5.56189 1.83638 -4.52180
H 3.64252 0.41355 -5.69711
H 1.47173 -0.29283 -5.63548
H 0.06261 -0.07051 -3.42873
H 4.05818 0.68362 3.39537
Br -6.29035 2.11243 0.39267
C -4.53953 2.26015 -0.27565
C -3.61121 3.15945 0.25016
C -2.29430 2.90889 -0.01951
N -1.86751 2.09195 -0.95981
C -2.79153 1.32411 -1.59880
C -4.14018 1.35667 -1.29267
H -3.82614 3.74897 1.06626
H -1.51321 3.38083 0.51888
H -2.40203 0.60067 -2.30470
H -4.82615 0.65989 -1.65434
Cl 3.65581 5.55198 2.32408
C 2.49793 5.37136 0.99811
Cl 3.13072 5.33728 -0.64422
H 1.76328 6.14618 1.16577
H 1.95757 4.45400 1.14700
C -0.12967 -3.23457 2.69625
C -0.33479 -3.60362 1.22447
C -1.49488 -4.61811 1.25580
C 0.93873 -4.10665 0.64430
Si -0.78867 -2.01070 0.23911
O 0.57819 -1.18833 0.17309
C -1.43492 -2.60169 -1.44879
C -2.65325 -3.24191 -1.81810
C -2.91907 -3.70176 -3.12257
C -1.94542 -3.55375 -4.08126
C -0.73696 -2.98947 -3.78307
C -0.48934 -2.48725 -2.51538
C -2.23938 -1.12138 1.18061
C -1.93794 -0.04497 2.01001
C -2.91132 0.61079 2.78888
C -4.22175 0.26670 2.73027
C -4.55118 -0.79164 1.87025
C -3.64075 -1.42431 1.11150
H 0.33699 -4.03477 3.28633
H -1.06394 -2.90527 3.15072
H 0.53028 -2.34093 2.78856
H -1.28055 -5.51909 1.73209
H -1.85252 -4.87007 0.24085
H -2.26020 -4.07821 1.80444
H 1.34349 -4.98182 1.18473
H 1.71768 -3.37924 0.76935
H 0.86758 -4.41687 -0.43105
H -3.38452 -3.44965 -1.07334
H -3.87769 -4.14260 -3.41924
H -2.06401 -4.03201 -5.05419
H 0.00060 -2.84891 -4.58562
H 0.50308 -2.05132 -2.40704
H -0.93206 0.33553 1.96435
H -2.54279 1.36374 3.54502
H -4.95959 0.86581 3.23818
H -5.59816 -1.18790 1.80912
H -4.05807 -2.25790 0.51409

Ordered total energy results: -865.04645 -7354.62680 -494.18812 -231.46033 -6014.12422 -212.72638 -730.01030 -6174.94735; unit Ha.